# 1
Here is a cluster of 13 separate species, C5H33NO14 in total from the OMol25 dataset. Energies are from ωB97M-V/def2-TZVPD.

Geometry as XYZ:
```
53
Properties=species:S:1:pos:R:3:forces:R:3
C 1.9968 0.1245 -0.8070 1.4 -1.7 -0.5
N 1.3133 -0.8747 -1.4440 -1.2 1.7 0.7
C 1.5890 -1.4071 -2.7437 2.4 -1.0 -1.4
C 1.6766 -2.9483 -2.7163 -2.5 0.2 -0.6
C -0.0714 -1.0026 -0.9656 -0.6 1.7 -1.9
C -0.1766 -1.9082 0.2235 -0.7 -0.5 0.1
O -0.9732 -1.7611 1.1209 0.5 0.5 -0.3
O 1.5789 0.7146 0.1717 -0.2 0.2 0.3
H 3.0778 0.1828 -1.0954 -0.7 0.3 -0.3
H 2.5214 -0.9922 -3.1861 -0.1 -0.1 1.0
H 0.9296 -1.1872 -3.5608 -1.2 0.9 0.2
H 1.8344 -3.2048 -1.6758 0.9 -0.8 -0.2
H 0.6553 -3.3489 -2.9927 0.6 0.4 0.7
H 2.2103 -3.3801 -3.5659 0.9 0.1 0.8
H -0.6889 -1.1951 -1.8895 0.5 -0.9 1.2
H -0.5326 0.0044 -0.7844 0.8 -0.8 0.3
H 0.4938 -2.7775 0.2423 0.2 0.0 -0.1
H -0.0933 1.4087 0.5003 1.1 0.7 0.0
H -0.3889 3.0739 0.5590 0.8 -0.6 -0.1
O -0.6941 2.1620 0.4692 -2.1 0.1 -0.2
H 2.3213 -0.9827 3.5921 0.2 -0.3 0.1
H 2.0019 -0.2061 2.3967 0.5 0.1 -0.2
O 2.5899 -0.9265 2.6710 -0.4 0.3 -0.2
H -1.3889 0.8391 2.6716 -0.4 0.7 0.5
H -1.7087 2.1729 2.0870 0.3 0.0 0.5
O -1.6195 1.7513 2.9636 0.1 -1.1 -0.5
H -3.2481 0.4569 -3.2316 -0.1 0.0 0.1
H -3.1571 0.3916 -1.6922 -0.1 -0.3 0.2
O -2.8537 0.8818 -2.4644 0.3 0.5 -0.8
H -1.3452 3.3579 -1.0886 0.2 0.1 -0.2
H -0.3698 4.0898 -2.0160 0.0 -0.1 0.1
O -0.9662 4.2300 -1.2701 -0.2 0.1 -0.1
H -3.4201 1.4259 0.1947 -1.0 -0.9 0.2
H -4.3552 1.9639 -0.7236 -0.8 -0.2 -0.4
O -4.3051 1.1640 -0.1804 1.7 1.3 0.6
H 1.3269 3.5309 1.3714 0.2 1.2 -0.4
H 1.8256 3.7083 2.6536 0.2 1.2 0.3
O 1.5929 4.3130 1.9132 -0.2 -2.6 0.2
H 3.4728 -2.9970 1.2673 -0.8 -0.4 -0.7
H 2.4326 -1.9960 1.1695 -0.3 -0.5 -0.1
O 2.6386 -2.8625 0.7566 1.3 0.5 0.8
H -3.1898 -1.9866 -0.7181 0.2 0.5 0.1
H -2.8111 -0.9134 0.3097 0.1 -0.2 -0.2
O -2.5990 -1.2244 -0.5834 -1.8 -0.3 -0.4
H 0.1980 1.3662 -4.0876 0.4 0.0 0.2
H -0.9557 1.8852 -3.2744 1.7 -0.7 0.8
O 0.0137 1.6126 -3.1709 -2.0 0.6 -0.8
H -1.3162 -3.0158 2.6352 0.3 -0.4 0.0
H -0.2606 -3.7269 3.6331 -0.5 -0.1 -0.4
O -0.6180 -2.9042 3.2829 0.6 0.2 1.2
H 0.6501 1.0718 3.8804 0.1 0.3 0.2
H 1.5868 0.7156 5.0333 0.0 0.3 -0.1
O 1.5787 1.1300 4.1588 -0.5 -0.1 0.2
```
Positions in Å, forces in eV/Å.

HOMO level in eV: -9.770
E_tot in hartree: -1318.3437
Spin multiplicity: 1
HOMO-LUMO gap in eV: 9.8239



# 2
Here is a cluster of 13 separate species, C5H34N2O13 in total from the OMol25 dataset. Energies are from ωB97M-V/def2-TZVPD.

Geometry as XYZ:
```
54
Properties=species:S:1:pos:R:3:forces:R:3
N -1.2515 -1.5065 -0.2325 0.2 1.8 -0.6
C -0.9313 -1.5128 -1.6764 0.6 -1.4 0.6
C -0.0499 -0.3030 -1.9802 1.0 -0.6 -0.9
C 0.7412 0.1281 -0.7198 -3.6 -2.4 0.5
C -0.0064 -0.8002 0.3395 -1.2 0.0 0.2
C -0.4514 -0.0227 1.5845 0.2 0.4 0.0
N -1.1799 -0.6942 2.5065 1.2 1.0 -1.3
O -0.1748 1.1720 1.6475 -0.1 0.3 0.5
H -2.0902 -0.8998 -0.1763 0.8 -0.3 0.6
H -1.8178 -1.4169 -2.2699 -0.7 -0.3 -0.3
H -0.5277 -2.5329 -1.8341 0.4 0.7 -0.6
H -0.7899 0.4240 -2.2952 0.3 0.8 -0.1
H 0.6396 -0.4873 -2.8223 -0.4 0.0 0.2
H 1.8004 -0.0196 -0.7062 0.3 0.1 -0.2
H 0.3519 1.0755 -0.4388 0.7 1.1 0.0
H 0.5711 -1.6443 0.6295 1.1 -0.4 0.5
H -1.0729 -1.6709 2.3177 -0.9 -0.8 1.0
H -1.6463 -0.1781 3.2569 0.2 -0.8 -0.4
H 3.0435 -2.6935 -1.6630 0.9 2.2 0.2
H 3.8787 -2.6643 -2.7833 0.7 0.9 -0.4
O 3.6681 -2.0017 -2.1005 -1.7 -3.1 0.3
H 4.4585 0.2810 0.3654 0.0 0.2 0.5
H 4.2891 -0.1420 -1.0525 -0.9 0.2 0.3
O 3.7942 0.2968 -0.3241 1.0 -0.3 -0.6
H -3.8155 1.3493 2.4713 0.6 1.2 -0.3
H -3.5888 0.0041 1.7526 -0.2 0.7 0.6
O -3.9632 0.4223 2.5521 -0.4 -1.9 0.0
H 0.2879 3.6150 0.0496 1.3 0.1 0.8
H -0.6652 4.8239 0.6184 0.7 -0.2 0.2
O -0.5394 4.0846 0.0238 -2.0 0.1 -1.2
H 1.1709 -3.4128 0.0294 0.0 0.1 0.1
H 2.3049 -4.4096 0.2599 -0.3 0.5 -0.6
O 1.8687 -3.8811 -0.4403 0.4 -0.5 0.4
H -0.3522 -4.2088 1.4928 -0.3 -0.8 0.3
H 0.6308 -4.4396 2.7747 0.0 -0.7 -0.2
O 0.0793 -3.8497 2.2761 0.0 1.7 0.0
H 0.6545 4.4384 -1.9045 0.0 0.0 -0.1
H 2.1688 4.3852 -2.1295 -0.3 0.1 -0.1
O 1.3232 4.3820 -2.6070 0.1 0.6 0.5
H -2.2946 -3.9234 0.0437 -0.1 -0.5 1.9
H -1.4177 -4.8348 -0.3876 1.1 -1.4 -0.4
O -1.8704 -4.7389 0.4493 -0.7 2.0 -1.6
H -2.5647 1.0751 -0.7156 -0.1 1.0 -1.0
H -4.1723 0.8318 -0.4595 -0.2 0.7 -0.8
O -3.2669 0.6805 -0.2268 0.3 -1.5 1.6
H 1.5689 1.3481 -3.6686 -0.5 -0.2 -0.8
H 1.5687 2.8505 -3.0974 -0.5 0.1 -0.4
O 1.9078 1.9492 -3.0284 1.1 -0.5 1.1
H 2.2849 2.2250 -0.1571 0.0 0.7 0.0
H 1.3854 2.2722 1.0109 -0.1 0.3 0.2
O 1.8679 2.8931 0.4304 0.2 -1.2 -0.2
H -1.6126 2.8780 2.8039 -1.1 -0.2 -0.2
H -1.8454 2.7065 1.3756 -1.0 0.1 0.5
O -2.3895 2.8055 2.1999 1.9 0.3 -0.3
```
Positions in Å, forces in eV/Å.

HOMO level in eV: -9.541
E_tot in hartree: -1298.5248
Spin multiplicity: 1
HOMO-LUMO gap in eV: 9.6051



# 3
Here is a cluster of 12 separate species, C5H34NO13 in total from the OMol25 dataset. Energies are from ωB97M-V/def2-TZVPD.

Geometry as XYZ:
```
53
Properties=species:S:1:pos:R:3:forces:R:3
O -0.9573 1.0674 2.1619 -1.5 -0.6 -0.9
C -0.2026 2.1260 2.3889 1.1 -0.5 0.4
C 1.2875 1.9184 2.2619 1.2 2.8 0.1
C 1.7754 0.4952 2.3584 -0.8 -1.2 -0.4
C 2.7643 -0.0056 1.3096 1.0 -0.3 -0.5
C 2.6515 -2.4843 0.6736 -0.9 2.0 -2.4
N 2.2774 -1.0817 0.4078 0.4 0.6 0.0
H -0.6106 3.1056 2.5580 -0.2 0.3 0.0
H 1.6777 2.5498 1.4186 -0.4 -1.4 -0.6
H 1.9545 2.5251 2.9606 -1.3 -0.6 0.4
H 2.1871 0.3928 3.3522 0.2 -0.4 0.3
H 0.9060 -0.2077 2.2937 0.4 0.7 0.2
H 3.0215 0.8153 0.6177 0.1 -0.1 0.6
H 3.6877 -0.3866 1.8054 -0.3 0.4 -0.3
H 2.3485 -2.9822 -0.2780 0.4 -0.2 0.8
H 3.7363 -2.5824 0.7970 0.0 -0.3 0.7
H 2.4103 -0.7599 -0.5616 -0.1 -0.9 1.0
H -0.3961 0.4083 -2.8916 0.2 -0.5 0.0
H 0.1910 0.1063 -4.2258 0.1 0.0 0.0
O 0.2618 0.7312 -3.5033 0.3 1.0 -0.4
H -3.7443 0.9608 -2.3307 -0.1 -0.1 0.0
H -3.5085 -0.5625 -2.4348 -0.1 0.1 0.0
O -3.0598 0.2852 -2.3526 -0.1 0.0 -0.8
H 3.0652 -2.5668 -2.3777 0.1 0.2 0.0
H 3.2957 -1.0642 -2.6932 0.0 0.0 -0.1
O 2.6505 -1.6952 -2.3552 0.3 -0.2 -0.3
H -1.2685 -2.2235 1.5318 0.0 0.0 -0.1
H -2.4620 -0.3951 -0.4761 -0.1 0.2 0.2
O -2.1318 -2.2016 1.9682 0.2 -0.5 0.3
H -2.0336 2.3978 -0.2183 -0.1 0.4 0.3
H -3.2220 3.4114 -0.2695 0.1 0.1 -0.1
O -2.4821 3.1221 0.2725 -0.4 -0.1 -0.2
H 1.0587 -1.7923 -2.8838 -0.3 0.0 -1.0
H 0.0104 -2.0805 -4.1062 0.5 -0.3 0.0
O 0.1249 -1.8485 -3.1842 -0.6 -0.4 0.8
H -1.9456 -2.0036 2.8927 -0.1 0.2 -0.1
H 1.7419 -2.3252 2.3686 0.2 0.0 0.0
O 1.8214 -2.9812 1.6658 0.0 -0.7 0.8
H -3.3779 0.0695 1.3137 0.1 1.8 0.6
H -2.7976 -1.3914 0.6671 -0.2 0.1 -0.3
O -3.1896 -0.6878 0.0926 -0.2 -1.2 0.1
H 1.4815 2.5837 -1.8372 -0.3 -0.1 -0.1
H 0.1834 2.5550 -0.9652 0.8 -0.1 -0.1
O 1.1376 2.7663 -0.9593 0.2 0.4 0.1
H -0.5998 0.4378 -0.8172 0.0 0.1 0.4
H -1.3588 1.2139 -1.9546 -0.1 0.1 1.0
O -1.0605 1.2731 -1.0250 -0.1 -0.2 -0.8
H 0.3024 -1.3888 0.5984 0.5 0.5 -0.3
H 0.0767 -1.9116 -0.8045 -0.1 -0.1 -0.1
O -0.3528 -1.3881 -0.1199 -0.8 -0.2 -0.1
H -2.2256 1.1382 1.8003 2.0 0.6 1.4
H -3.7631 1.5500 1.2096 0.3 0.6 0.3
O -3.3383 0.9920 1.8788 -1.4 -1.8 -1.0
```
Positions in Å, forces in eV/Å.

HOMO level (alpha / beta) in eV: -3.880 / -8.133
E_tot in hartree: -1243.6177
Spin multiplicity: 2
HOMO-LUMO gap (alpha / beta) in eV: 3.5314 / 7.7843



# 4
Here is a cluster of 12 separate species, C5H35NO11 in total from the OMol25 dataset. Energies are from ωB97M-V/def2-TZVPD.

Geometry as XYZ:
```
52
Properties=species:S:1:pos:R:3:forces:R:3
C -1.3084 2.3115 0.8668 1.7 0.1 -1.3
C -1.1079 0.8840 1.3708 -1.4 -0.4 -1.4
C -0.4553 0.0398 0.2373 1.5 -1.4 2.6
C -0.6607 -1.4953 0.5155 -1.0 0.6 -3.4
N -1.5096 -1.9992 -0.6180 0.1 0.5 0.4
C -2.9168 -2.0869 -0.3274 -0.7 0.9 0.1
H -1.4653 3.1833 1.4875 -0.5 -0.3 0.7
H -2.0054 2.2813 0.0348 -0.4 0.3 0.3
H -0.3506 2.5491 0.3610 -0.5 0.1 0.4
H -0.7335 0.7700 2.3865 0.6 0.0 -0.3
H -2.0798 0.3687 1.3553 -0.3 0.5 0.7
H -0.8146 0.2580 -0.7655 -0.3 0.3 0.2
H 0.6446 0.0485 0.2081 -0.5 1.2 0.1
H 0.3163 -1.9378 0.3304 -0.1 -0.5 0.8
H -1.1866 -1.7737 1.4191 0.6 0.2 0.3
H -1.0582 -2.7087 -1.1710 -0.4 -0.3 0.3
H -3.1491 -1.4732 0.5563 0.3 -0.5 0.2
H -3.5747 -1.5434 -1.0385 0.3 -0.6 -0.4
H -3.3323 -3.0850 -0.1645 0.1 0.0 0.0
O 0.6050 -3.4970 -1.8206 1.4 -0.4 0.3
H 1.4319 -3.0300 -1.6167 -0.4 0.6 -0.2
H 0.9159 -4.3531 -1.4878 -0.8 -0.3 -0.2
O 2.4128 0.5469 -0.9923 0.3 0.2 -0.4
H 2.4294 1.5141 -0.8719 0.1 -0.8 0.1
H 1.6671 0.3645 -1.5892 0.3 0.1 -0.1
O 1.8825 2.6964 0.5209 0.1 0.0 0.0
H 2.1217 3.5962 0.7560 0.0 0.1 -0.2
H 1.4168 2.7378 -0.3396 0.1 0.5 0.4
O -1.6505 3.7226 -2.4211 0.2 -0.3 -0.6
H -2.1012 2.8526 -2.3348 0.1 0.8 0.5
H -1.7827 4.2251 -1.6121 -0.1 -0.3 0.1
O 1.4981 -2.2930 2.7994 0.2 0.0 0.0
H 1.8504 -2.5034 3.6718 -0.1 0.0 0.0
H 2.1213 -1.6018 2.5155 -0.4 -0.2 0.1
O 3.9267 -0.8895 0.7047 -0.1 0.7 -0.4
H 3.3326 -0.3406 0.1367 -0.4 -0.4 0.1
H 4.7587 -0.4930 0.4198 0.4 -0.3 0.4
O -2.9468 1.5307 -1.7967 -0.6 -1.0 -0.4
H -3.5684 1.3235 -2.5077 0.0 0.1 0.0
H -2.8306 0.6741 -1.3583 0.2 0.1 0.1
O -1.4635 -3.1913 3.0603 0.2 0.1 0.3
H -1.4141 -2.3065 3.4423 -0.2 -0.1 0.1
H -0.5337 -3.3348 2.8387 0.1 -0.1 -0.1
O 3.3566 -0.1382 3.3139 0.1 -0.6 0.6
H 2.9282 0.6916 3.5306 0.0 0.1 -0.6
H 3.4846 -0.2891 2.3600 0.2 0.7 -0.1
O 0.9304 2.7906 -2.0389 -0.8 -0.3 -1.2
H -0.0390 2.7768 -2.1820 0.0 0.7 0.8
H 1.1510 2.6743 -2.9761 0.8 0.0 0.3
O 0.5649 -0.0621 -3.1626 -0.4 -0.4 0.2
H 0.5783 -1.0208 -3.2952 0.2 0.1 -0.2
H -0.2865 0.0352 -2.7116 0.0 0.2 0.0
```
Positions in Å, forces in eV/Å.

HOMO level in eV: -8.077
E_tot in hartree: -1093.8355
Spin multiplicity: 1
SMILES: CCCCNC.O.O.O.O.O.O.O.O.O.O.O
HOMO-LUMO gap in eV: 8.2221



# 5
Here is a cluster of 12 separate species, C5H35NO12 in total from the OMol25 dataset. Energies are from ωB97M-V/def2-TZVPD.

Geometry as XYZ:
```
53
Properties=species:S:1:pos:R:3:forces:R:3
C 0.9938 1.0124 -0.4843 0.4 -0.1 0.3
N 0.4101 0.0670 0.4536 0.5 -1.4 -1.4
C 1.4269 -0.6445 1.2528 -0.4 1.8 1.5
C 1.6624 0.1989 2.5613 1.4 0.6 -0.2
C 1.0846 -2.0931 1.5768 0.4 -1.1 1.5
C 1.9405 -3.1122 0.8363 -0.5 -0.2 -1.1
O -0.2882 -2.4574 1.4777 -0.3 0.7 -0.5
H 1.7813 1.6176 -0.0194 -0.3 0.4 0.3
H 0.1695 1.6162 -0.8397 0.0 0.0 -0.4
H 1.5475 0.6261 -1.3462 -0.5 -0.8 0.1
H -0.3428 0.4863 0.9877 0.4 0.3 0.4
H 2.4101 -0.5382 0.7864 -0.5 -0.6 -0.7
H 1.5305 -0.2381 3.5487 -0.7 -0.3 -0.2
H 2.7185 0.5082 2.6103 0.0 -0.3 -0.1
H 1.1891 1.1745 2.4798 -0.5 -0.1 0.2
H 1.2182 -2.1821 2.6582 0.6 -0.2 -0.1
H 1.6208 -4.1427 0.9770 -0.2 0.0 0.5
H 3.0205 -3.1039 1.0024 -0.1 0.5 0.1
H 1.7228 -2.9494 -0.2259 0.4 0.1 -0.2
H -0.6857 -1.9768 0.7318 0.0 -0.5 0.0
O 4.2943 -1.7479 -2.0168 0.0 0.1 0.0
H 4.2096 -2.2134 -1.1820 -0.1 -0.1 0.0
H 3.4711 -1.9174 -2.5159 0.2 0.1 0.1
O 2.0291 -2.0253 -3.5013 -0.4 -0.1 -0.1
H 1.2388 -2.4524 -3.1139 0.0 0.0 0.1
H 1.7086 -1.6756 -4.3371 0.2 0.0 -0.1
O -2.8905 -1.4988 2.3527 0.1 -0.9 0.4
H -3.3825 -2.3052 2.5554 -0.2 0.2 0.2
H -1.9961 -1.8723 2.2204 0.1 0.4 -0.1
O 2.0220 3.6506 -1.4804 -0.5 -0.1 -0.3
H 1.7597 2.9432 -2.0824 0.4 0.0 -0.1
H 1.2456 4.2247 -1.5145 0.3 0.4 0.1
O -0.3544 -2.9375 -2.4633 -0.3 -0.1 0.6
H -0.7638 -2.3244 -1.8037 0.1 0.0 -0.4
H -0.5776 -3.7792 -2.0484 0.2 -0.2 -0.3
O -1.6634 -1.4771 -0.6340 0.6 0.4 -0.5
H -1.0540 -0.7227 -0.4020 -0.2 -0.3 -0.2
H -2.4583 -1.0909 -1.0179 -0.2 0.1 0.3
O -3.6931 -0.1040 0.2393 -1.4 -0.2 1.6
H -3.6975 -0.7953 0.9588 1.2 0.0 -1.0
H -4.2873 0.4523 0.7700 0.0 0.7 -0.9
O -3.3299 3.1707 -0.0503 0.0 0.0 0.5
H -2.6835 3.5677 -0.6764 -0.5 -0.2 -0.2
H -3.8626 2.5279 -0.5249 0.1 0.1 -0.3
O -1.5276 4.0540 -1.8965 0.1 0.2 0.0
H -1.4219 3.3069 -2.4925 0.1 0.0 0.0
H -0.8836 3.9544 -1.1506 -0.2 -0.1 -0.1
O -1.7345 1.8928 1.7668 -0.1 0.0 0.1
H -2.5161 2.2551 1.2938 0.2 -0.1 -0.1
H -2.0561 1.3915 2.5234 0.0 0.1 0.0
O -0.0884 3.5531 0.3099 0.1 1.3 -0.5
H -0.7271 3.2139 0.9552 0.6 -0.7 0.0
H 0.5403 2.9118 -0.0662 -0.5 0.4 1.2
```
Positions in Å, forces in eV/Å.

HOMO level in eV: -9.582
E_tot in hartree: -1169.1131
Spin multiplicity: 1
SMILES: CN[C@@H](C)[C@H](C)O.O.O.O.O.O.O.O.O.O.O.O
HOMO-LUMO gap in eV: 9.5830



Let's list relative energy (zero: lowest compared OMol25 entry of this formula, charge and spin) in order: 467.8, 237.0, 26.5, 170.7, 243.4 kJ/mol.
Let's list maximum force in order: 2.91, 4.37, 3.20, 3.56, 2.42 eV Å⁻¹.